No. 1
{
  "formula": "C20H28N2O3S2",
  "method": "wB97M-V/def2-TZVPD",
  "species": ["C", "C", "C", "C", "N", "C", "C", "C", "C", "S", "O", "O", "C", "C", "C", "C", "N", "C", "O", "C", "C", "C", "C", "C", "S", "C", "C", "H", "H", "H", "H", "H", "H", "H", "H", "H", "H", "H", "H", "H", "H", "H", "H", "H", "H", "H", "H", "H", "H", "H", "H", "H", "H", "H", "H"],
  "xyz": [[-7.3374, -0.3452, 1.3057], [-5.9682, 0.1951, 0.9092], [-4.8767, -0.3368, 1.8339], [-3.4858, 0.2509, 1.5731], [-2.9249, -0.0593, 0.2762], [-3.2464, 0.7491, -0.8801], [-1.9821, 1.2774, -1.5640], [-1.1106, 2.1047, -0.6224], [0.2267, 2.4592, -1.2599], [-2.4879, -1.6326, -0.0328], [-2.6650, -2.3998, 1.1660], [-3.1112, -2.0917, -1.2438], [-0.7266, -1.4893, -0.3312], [0.0841, -0.9903, 0.6697], [1.4398, -0.8293, 0.4520], [1.9862, -1.1817, -0.7817], [3.3435, -1.0367, -1.0744], [4.3288, -0.4728, -0.3108], [4.1624, 0.0069, 0.7818], [5.6833, -0.4930, -1.0297], [6.7999, -0.2275, -0.0798], [7.1229, 0.9416, 0.5334], [8.2180, 0.8157, 1.4181], [8.7082, -0.4470, 1.4668], [7.8399, -1.5142, 0.4366], [1.1607, -1.7079, -1.7779], [-0.1935, -1.8584, -1.5517], [-8.1068, 0.0311, 0.6354], [-7.3414, -1.4314, 1.2593], [-7.5887, -0.0447, 2.3208], [-5.9851, 1.2880, 0.9512], [-5.7519, -0.1031, -0.1174], [-4.8069, -1.4201, 1.7310], [-5.1421, -0.1109, 2.8700], [-2.8002, -0.1626, 2.3166], [-3.5007, 1.3396, 1.6796], [-3.8092, 0.1417, -1.5969], [-3.8689, 1.5861, -0.5596], [-1.4058, 0.4310, -1.9389], [-2.2817, 1.8846, -2.4210], [-0.9334, 1.5305, 0.2883], [-1.6398, 3.0196, -0.3468], [0.0768, 3.0300, -2.1739], [0.8308, 3.0524, -0.5780], [0.7778, 1.5535, -1.5049], [-0.3536, -0.7360, 1.6215], [2.0780, -0.4314, 1.2226], [3.6114, -1.3806, -1.9868], [5.6527, 0.2865, -1.7982], [5.8284, -1.4589, -1.5167], [6.5937, 1.8617, 0.3642], [8.6193, 1.6324, 1.9908], [9.5276, -0.8272, 2.0434], [1.5845, -1.9941, -2.7304], [-0.8530, -2.2550, -2.3075]],
  "forces_ev_per_a": [[0.16, 0.14, -0.16], [-0.01, -0.16, 0.25], [0.09, 0.31, -0.22], [-0.26, -0.40, 0.71], [0.12, -1.13, -0.20], [0.19, 0.20, -0.86], [-0.18, 0.19, 0.34], [0.06, -0.12, -0.32], [-0.18, 0.02, 0.19], [0.39, 0.26, -0.01], [0.10, 0.26, 0.21], [0.20, 0.24, -0.08], [-0.58, -0.16, -0.03], [0.03, -0.07, -0.08], [0.04, 0.06, 0.16], [-0.34, 0.00, 0.06], [-0.07, -0.21, -0.37], [0.23, -0.12, -0.35], [-0.07, 0.08, 0.17], [0.01, 0.16, 0.33], [0.29, -0.28, -0.01], [-0.07, -0.19, -0.21], [0.13, -0.03, 0.10], [-0.08, -0.36, -0.13], [-0.14, 0.63, 0.05], [0.05, 0.06, 0.14], [-0.06, -0.09, -0.02], [-0.13, -0.02, -0.01], [-0.06, -0.13, 0.02], [-0.07, 0.00, 0.11], [0.03, 0.05, -0.09], [0.03, 0.08, -0.09], [-0.06, -0.01, 0.13], [-0.02, -0.05, 0.07], [-0.07, 0.21, 0.12], [0.09, -0.06, -0.05], [-0.12, 0.25, 0.07], [-0.02, -0.10, 0.08], [0.01, 0.06, -0.13], [0.02, -0.03, -0.10], [-0.04, 0.06, 0.08], [-0.06, 0.02, 0.10], [0.05, 0.07, -0.12], [0.14, 0.07, 0.01], [0.10, -0.10, -0.05], [0.02, 0.10, 0.18], [-0.01, 0.00, 0.02], [0.07, 0.08, 0.20], [0.00, -0.11, -0.04], [-0.07, 0.06, -0.12], [-0.15, 0.16, -0.04], [0.10, 0.11, 0.11], [0.18, -0.01, 0.14], [0.03, -0.03, -0.10], [-0.02, -0.04, -0.15]],
  "lowdin_charge": [-0.111, -0.269, -0.195, -0.207, -0.245, -0.214, -0.185, -0.256, -0.099, 0.677, -0.272, -0.281, -0.282, -0.048, 0.012, -0.215, 0.128, -0.445, 0.099, -0.119, -0.551, -0.132, -0.184, -0.418, 1.031, -0.011, -0.061, 0.068, 0.075, 0.071, 0.109, 0.101, 0.104, 0.119, 0.111, 0.129, 0.110, 0.124, 0.094, 0.120, 0.091, 0.111, 0.072, 0.071, 0.059, 0.119, 0.105, 0.142, 0.134, 0.110, 0.117, 0.101, 0.058, 0.114, 0.117],
  "orbital_gap_ev": 9.156,
  "relative_energy_kj_mol": 82.7,
  "energy_ha": -1910.51832,
  "lumo_ha": 0.013,
  "smiles": "CCCCN(CCCC)S(=O)(=O)c1ccc(NC(=O)Cc2cccs2)cc1"
}

No. 2
{
  "formula": "C20H28N2O5P2PdS3Te",
  "method": "wB97M-V/def2-TZVPD",
  "species": ["Pd", "C", "C", "O", "P", "O", "Te", "O", "C", "C", "H", "H", "H", "H", "H", "H", "H", "H", "H", "H", "S", "P", "S", "C", "C", "C", "C", "C", "C", "C", "C", "C", "C", "C", "C", "H", "H", "H", "H", "H", "H", "H", "H", "H", "H", "O", "O", "S", "C", "N", "C", "C", "C", "N", "H", "H", "H", "H", "H", "H", "H", "H"],
  "xyz": [[0.6530, 0.8018, -1.4791], [-5.5939, 1.6936, -0.0863], [-4.2062, 1.9087, 0.4663], [-3.3397, 0.8945, -0.0859], [-1.7844, 1.1835, -0.1723], [-1.1109, -0.0810, -0.6152], [-1.0998, 2.8330, -1.7688], [-1.3564, 1.5715, 1.3016], [-0.9299, 2.8662, 1.7806], [0.5721, 2.8929, 1.9093], [-6.2783, 2.4313, 0.3332], [-5.9531, 0.6970, 0.1720], [-5.5917, 1.7975, -1.1715], [-4.1859, 1.8180, 1.5517], [-3.8317, 2.8996, 0.1929], [-1.4262, 2.9910, 2.7400], [-1.2803, 3.6390, 1.0974], [0.9088, 2.0628, 2.5358], [0.8964, 3.8311, 2.3636], [1.0364, 2.8064, 0.9277], [0.2504, -2.9893, 0.2959], [1.7240, -1.8364, 0.8194], [2.4524, -0.4276, -0.5414], [1.3934, -0.9095, 2.3614], [0.1697, -1.0400, 3.0033], [-0.0376, -0.4324, 4.2375], [0.9817, 0.2960, 4.8357], [2.2028, 0.4411, 4.1866], [2.4035, -0.1480, 2.9470], [3.2325, -2.7723, 1.2777], [4.5240, -2.2693, 1.1292], [5.6167, -3.0126, 1.5599], [5.4283, -4.2571, 2.1416], [4.1438, -4.7624, 2.2902], [3.0508, -4.0251, 1.8583], [-0.6069, -1.6354, 2.5375], [-0.9915, -0.5458, 4.7384], [0.8243, 0.7592, 5.8026], [2.9997, 1.0133, 4.6459], [3.3589, -0.0383, 2.4446], [4.6859, -1.3031, 0.6703], [6.6165, -2.6156, 1.4344], [6.2817, -4.8358, 2.4737], [3.9912, -5.7365, 2.7391], [2.0476, -4.4222, 1.9546], [2.0966, 1.9053, -2.3252], [2.0924, 1.8764, -3.5952], [0.7634, -1.2166, -3.0740], [-0.5992, -0.4929, -3.8545], [-0.4185, 0.3928, -4.8279], [-1.5087, 1.1609, -5.4191], [-2.7797, 0.3293, -5.3856], [-3.0237, -0.1702, -3.9708], [-1.8242, -0.8448, -3.4895], [0.5329, 0.7237, -4.9158], [-1.2356, 1.4190, -6.4409], [-1.6514, 2.0876, -4.8582], [-2.6827, -0.5209, -6.0637], [-3.6240, 0.9311, -5.7180], [-3.8471, -0.8823, -3.9480], [-3.2685, 0.6625, -3.3086], [-1.8643, -1.3946, -2.6415]],
  "forces_ev_per_a": [[0.30, -0.03, -0.30], [0.03, -0.04, 0.01], [-0.05, -0.03, -0.05], [-0.09, 0.08, -0.06], [0.03, 0.28, 0.26], [0.24, -0.32, 0.10], [-0.10, 0.00, 0.00], [-0.25, 0.01, -0.09], [0.10, -0.05, 0.00], [0.00, -0.13, 0.14], [0.00, 0.00, 0.00], [0.00, 0.03, -0.02], [-0.01, -0.01, 0.01], [0.03, -0.01, 0.05], [0.03, 0.02, -0.02], [-0.01, 0.02, 0.07], [-0.06, 0.05, -0.05], [-0.03, 0.13, -0.10], [-0.03, 0.00, -0.01], [0.06, -0.02, -0.05], [0.04, 0.00, 0.00], [0.02, 0.11, -0.04], [-0.01, -0.09, 0.11], [-0.02, -0.03, -0.01], [-0.02, 0.01, 0.06], [0.06, 0.04, -0.02], [-0.09, 0.02, -0.06], [0.04, -0.01, -0.09], [0.05, -0.08, 0.12], [0.03, 0.05, -0.05], [-0.02, -0.08, 0.05], [-0.05, 0.08, -0.04], [-0.02, -0.02, 0.01], [-0.01, 0.02, 0.00], [0.01, -0.02, 0.00], [0.03, 0.02, -0.01], [0.02, 0.01, -0.01], [0.01, -0.03, -0.01], [-0.02, 0.00, -0.01], [-0.06, 0.02, 0.03], [-0.01, 0.02, -0.03], [-0.02, -0.01, 0.00], [-0.02, 0.01, -0.01], [0.00, 0.03, -0.02], [0.01, 0.01, -0.01], [-0.05, -0.35, -0.08], [-0.09, 0.06, 0.14], [-0.01, 0.27, 0.03], [0.12, -0.05, 0.04], [-0.03, 0.13, -0.10], [0.02, -0.05, 0.01], [0.03, -0.04, 0.00], [0.01, -0.08, -0.06], [-0.16, 0.00, 0.07], [0.04, 0.00, -0.01], [0.03, -0.02, -0.01], [0.02, 0.04, 0.04], [0.00, 0.00, 0.00], [-0.01, 0.01, 0.00], [-0.01, 0.00, 0.02], [0.00, 0.05, 0.08], [0.00, 0.00, -0.02]],
  "lowdin_charge": [0.383, -0.067, -0.283, -0.255, 0.113, -0.482, 0.683, -0.266, -0.290, -0.058, 0.082, 0.083, 0.078, 0.122, 0.100, 0.120, 0.060, 0.057, 0.088, 0.056, 0.237, 0.121, 0.312, -0.377, -0.106, -0.081, -0.094, -0.096, -0.107, -0.376, -0.120, -0.083, -0.090, -0.081, -0.103, 0.070, 0.102, 0.101, 0.105, 0.097, 0.064, 0.102, 0.101, 0.103, 0.075, -0.394, -0.168, 0.676, -0.795, 0.030, -0.171, -0.154, -0.161, 0.034, 0.109, 0.125, 0.077, 0.123, 0.119, 0.126, 0.097, 0.127],
  "orbital_gap_ev": [6.709, 5.718],
  "s_squared": 2.07,
  "relative_energy_kj_mol": 25.6,
  "energy_ha": -3537.83162,
  "spin_multiplicity": 3,
  "lumo_ha": [-0.039, -0.075]
}